*i*
C15H27CrN11O5 as an isolated structure, computed with ωB97M-V with the def2-TZVPD basis set.

XYZ file:
```
59
Properties=species:S:1:pos:R:3
Cr -0.67128 0.06964 0.91406
N -2.72843 0.16579 0.23267
C -3.02225 1.48943 -0.25427
C -2.20348 2.47551 0.63984
O -2.69867 3.53583 0.95703
N -0.97522 2.00190 0.98513
C -0.38073 2.49028 2.22286
C -0.48820 1.46862 3.29337
O -0.16354 1.68659 4.43272
O -0.89138 0.23911 2.84945
H -2.72965 -0.54768 -0.50432
H -3.29248 -0.18010 0.99262
H -4.03036 1.80388 -0.14198
H -2.74931 1.61410 -1.29667
H -0.82860 3.42400 2.55035
H 0.70973 2.67753 2.07823
N -2.61805 -2.08655 2.81043
N -2.07390 -3.29456 2.40007
C -1.18147 -3.15632 1.31242
N -0.67122 -4.25552 0.73564
N -1.04269 -1.97256 0.86471
N -0.21039 -3.13353 -1.98912
O 0.68679 -2.30907 -2.08318
O -1.38298 -2.77032 -2.26984
H -1.94909 -1.52294 3.28015
H -3.48534 -2.22371 3.35415
H -1.72256 -3.91603 3.10016
H -1.17883 -5.09074 0.92494
H -0.31362 -4.11034 -0.23003
N 6.44468 -1.41212 2.32787
C 5.36335 -1.02818 2.24201
C 4.01741 -0.66874 1.98607
C 3.68965 0.21014 0.98375
C 2.34914 0.35271 0.66341
N 1.36885 -0.34123 1.21581
C 1.69168 -1.18489 2.18173
C 2.96549 -1.41505 2.60046
H 4.44939 0.78107 0.48484
H 2.09007 1.03918 -0.12003
H 0.85096 -1.75716 2.63342
H 3.06440 -2.09393 3.45166
C -0.74679 0.93241 -3.83584
C 0.45434 1.46513 -3.00055
C 1.72631 0.81017 -3.48192
C 0.47012 3.00119 -3.12328
N 0.31808 1.29447 -1.53027
N -0.19472 0.04423 -1.13314
H -0.54640 1.16428 -4.87203
H -1.67387 1.33579 -3.49449
H -0.82941 -0.15633 -3.78418
H 1.81625 0.81225 -4.59213
H 1.83126 -0.25364 -3.27413
H 2.60893 1.36115 -3.06717
H 0.82461 3.24165 -4.12188
H 1.23445 3.38474 -2.40973
H -0.47210 3.51849 -2.94570
H -0.31812 1.97293 -1.14232
H 0.43341 -0.74378 -1.32531
H -0.99424 -0.23917 -1.67853
```

Summary:
- highest occupied orbital energy (spin up / spin down) (eV) = -8.1 / -8.1
- ⟨S²⟩ = 6.031
- E_LUMO (spin up / spin down) (eV) = -1.215 / -1.979
- HOMO-LUMO gap (spin up / spin down) (eV) = 6.879 / 6.100
- spin multiplicity = 5

=====

*ii*
C15H27CrN11O5 as an isolated structure, computed with ωB97M-V with the def2-TZVPD basis set.

XYZ file:
```
59
Properties=species:S:1:pos:R:3
Cr 0.56873 -0.42599 2.03010
N 1.47984 -1.91525 0.67963
C 0.67488 -3.13145 0.62669
C -0.69567 -3.00711 1.24803
O -1.54653 -3.88541 1.06092
N -0.82786 -1.91676 2.06111
C -1.96266 -1.66021 2.84422
C -1.79343 -0.45572 3.70680
O -2.50832 -0.12239 4.71063
O -0.78366 0.32104 3.30184
H 1.66676 -1.56831 -0.23599
H 2.35285 -2.04896 1.20098
H 1.20305 -3.92212 1.13389
H 0.56692 -3.44226 -0.40093
H -2.28313 -2.55327 3.45803
H -2.80327 -1.55180 2.21497
N 1.35635 0.13514 4.76149
N 1.57831 1.51308 4.51879
C 2.00569 2.01264 3.37127
N 2.38955 3.26276 3.25136
N 1.99361 1.15797 2.29987
N 2.50685 1.52983 1.08734
O 3.10547 2.61454 0.92824
O 2.32259 0.70521 0.21637
H 0.36763 -0.05599 4.53963
H 1.56234 0.09190 5.79840
H 1.25180 2.17772 5.26117
H 2.44836 3.93223 4.00903
H 2.78189 3.58652 2.33949
N 0.33094 -6.07254 -4.92197
C 0.17832 -4.94582 -4.56579
C 0.07639 -3.50369 -4.28103
C -0.48589 -3.05659 -3.12019
C -0.44395 -1.68029 -2.88812
N -0.04448 -0.74308 -3.80268
C 0.50905 -1.25198 -4.89722
C 0.66799 -2.59251 -5.15305
H -0.98142 -3.69042 -2.39168
H -0.51372 -1.30495 -1.84381
H 1.07685 -0.56250 -5.51153
H 1.18378 -2.91117 -6.04909
C -0.79719 3.64533 -0.87262
C -1.13528 2.31117 -1.56508
C -0.64098 2.44238 -2.99550
C -2.60558 1.97400 -1.37758
N -0.41302 1.14023 -0.86903
N -0.73141 0.92023 0.50937
H -1.18960 4.52254 -1.36195
H 0.30081 3.75153 -0.87378
H -1.10235 3.55350 0.20679
H -1.01502 3.34958 -3.46905
H -0.73792 1.56430 -3.66939
H 0.40104 2.49409 -2.94821
H -3.26759 2.78612 -1.67894
H -2.84575 1.85483 -0.35675
H -2.92490 1.06312 -1.86760
H 0.51492 1.26561 -1.05555
H -1.61056 0.53393 0.59824
H -0.73239 1.76547 1.04943
```

Summary:
- highest occupied orbital energy (spin up / spin down) (eV) = -7.4 / -8.3
- ⟨S²⟩ = 6.014
- E_LUMO (spin up / spin down) (eV) = -0.701 / -0.673
- HOMO-LUMO gap (spin up / spin down) (eV) = 6.664 / 7.595
- spin multiplicity = 5

=====

It is *ii* that is the least stable of them.